1.
The following is a DFT calculation (ωB97M-V/def2-TZVPD) of a 11-piece molecular cluster, C3H29N2O11 overall.

## Properties
- Energy: -29086.356 eV
- Highest occupied orbital energy: -6.075 eV
- Lowest unoccupied orbital energy: 2.820 eV

Geometry as ORCA input:
```
! RIJCOSX wB97M-V def2-TZVPD def2/J DEFGRID3
* xyz -1 1
C 0.6840 -1.0633 -0.7826
N 0.0312 -2.3724 -0.5020
C -1.1037 -2.7399 -1.2634
O -2.4000 -2.4138 -0.7639
C -0.0330 -0.1219 -1.7355
N 0.4625 1.2487 -1.6028
H 0.8259 -0.4768 0.1104
H 1.7055 -1.2337 -1.0943
H -0.1291 -2.2828 0.4867
H -1.0942 -2.3025 -2.2646
H -1.1078 -3.8295 -1.3696
H 0.0671 -0.4183 -2.7842
H -1.1134 -0.0770 -1.6676
H -0.1150 1.6921 -0.8727
H 1.4266 1.2931 -1.2848
H 2.1665 0.7322 1.9285
H 3.2428 0.4136 3.0123
O 2.9756 1.0274 2.3251
H -3.3201 -0.2124 -0.4598
H -3.8177 1.0118 -1.2649
O -4.0986 0.1977 -0.8711
H -0.4215 4.1459 1.9767
H -1.2123 2.9190 2.1927
O -0.5678 3.4917 2.6390
H 3.3518 2.2858 0.5824
H 2.1462 3.0365 0.8032
O 2.5750 2.5526 0.0834
H -2.6226 -0.6832 1.8295
H -2.4607 -1.9310 0.0703
O -2.0294 -0.4109 1.1125
H 1.5227 -1.3494 2.5656
H 2.4830 -2.5267 2.3256
O 2.3603 -1.6028 2.1180
H 3.5146 -2.5751 -1.8633
H 2.0634 -3.0230 -1.7425
O 2.9754 -3.3395 -1.8568
H -0.1445 -0.0560 3.1352
H -0.8900 -0.7102 1.9630
O -0.2207 -0.9479 2.7109
H -3.0511 2.1299 0.9629
H -2.1400 0.9689 1.1112
O -2.0882 2.0204 0.8132
H -0.6421 2.4014 -4.1683
H 0.2401 2.2208 -2.9741
O 0.0034 2.9107 -3.6696
*
```

***

2.
The following is a DFT calculation (ωB97M-V/def2-TZVPD) of C26H29ClN3O2P2V as an isolated structure.

## Properties
- Energy: -92758.010 eV
- Highest occupied orbital energy (alpha / beta): -16.595 / -16.670 eV
- Lowest unoccupied orbital energy (alpha / beta): -11.348 / -11.163 eV

Geometry as ORCA input:
```
! RIJCOSX wB97M-V def2-TZVPD def2/J DEFGRID3
* xyz 3 2
V 0.6108 0.6431 0.0988
Cl 7.0521 0.5161 3.1297
C 5.5483 0.8141 2.3851
C 5.1691 2.1247 2.0715
C 3.9518 2.4163 1.4526
C 3.1099 1.3898 1.1563
O 1.8910 1.6055 0.5376
C 3.4522 0.0519 1.4724
C 2.5856 -1.0034 1.1917
O 1.4137 -0.8387 0.6779
C 4.6975 -0.2221 2.0849
H 5.8487 2.9340 2.3123
H 3.6791 3.4344 1.2063
H 2.8934 -2.0268 1.3951
H 4.9792 -1.2428 2.3185
C -0.8855 2.7617 2.4674
P -0.9720 1.0923 1.7914
C -0.8123 -0.1014 3.1071
C 0.4127 -0.0803 3.7887
C 0.6408 -0.9750 4.8185
C -0.3455 -1.8977 5.1639
C -1.5614 -1.9090 4.4968
C -1.8036 -1.0115 3.4651
C -2.4115 0.8984 0.7613
C -3.1069 2.0301 0.3153
C -4.2322 1.8684 -0.4767
C -4.6575 0.5924 -0.8338
C -3.9397 -0.5333 -0.4349
C -2.8097 -0.3875 0.3501
H -1.8589 3.0074 2.8970
H -0.6246 3.4955 1.7058
H -0.1387 2.7823 3.2592
H 1.1756 0.6523 3.5395
H 1.5731 -0.9459 5.3670
H -0.1665 -2.5999 5.9681
H -2.3331 -2.6080 4.7895
H -2.7736 -0.9994 2.9886
H -2.8069 3.0271 0.6117
H -4.7917 2.7373 -0.7977
H -5.5584 0.4736 -1.4225
H -4.2807 -1.5221 -0.7161
H -2.2647 -1.2652 0.6759
C -0.1200 -0.0827 -5.1564
N -1.3829 -0.3469 -4.4474
C -1.5236 -1.7913 -4.2271
N -0.3937 -2.3252 -3.4602
C 0.8603 -2.0267 -4.1663
N 1.0292 -0.5915 -4.4056
C 1.2725 0.1505 -3.1980
P -0.2262 -0.0128 -2.0187
C -1.5981 0.4450 -3.2947
C -0.4035 -1.9228 -2.0900
H -0.0100 0.9856 -5.3353
H -0.1590 -0.5941 -6.1152
H -1.5465 -2.2846 -5.1956
H -2.4580 -1.9985 -3.7069
H 0.8404 -2.5385 -5.1256
H 1.7034 -2.4050 -3.5890
H 1.4126 1.2078 -3.4217
H 2.1724 -0.2178 -2.7043
H -1.5244 1.5107 -3.5039
H -2.5551 0.2284 -2.8248
H -1.3500 -2.1881 -1.6193
H 0.4109 -2.3803 -1.5307
*
```

***

3.
The following is a DFT calculation (ωB97M-V/def2-TZVPD) of C19H15AuNPS2Se2 as an isolated structure.

## Properties
- Relative energy (zero: lowest compared OMol25 entry of this formula, charge and spin): 0.0 kJ/mol
- Energy: -186781.934 eV
- Highest occupied orbital energy: -7.635 eV
- Lowest unoccupied orbital energy: -1.050 eV

Geometry as ORCA input:
```
! RIJCOSX wB97M-V def2-TZVPD def2/J DEFGRID3
* xyz 0 1
Au -1.8086 0.4326 -1.1063
Se 0.6732 0.1639 -1.5375
P 1.1294 -0.2752 0.5988
Se -0.0889 0.7349 1.9914
C 2.9081 0.0499 0.7687
C 3.3726 0.9239 1.7415
C 4.7367 1.1464 1.8730
C 5.6319 0.5003 1.0348
C 5.1673 -0.3722 0.0581
C 3.8085 -0.5983 -0.0750
C 1.0251 -2.0928 0.7992
C 0.9854 -2.6028 2.0960
C 0.9437 -3.9715 2.3059
C 0.9426 -4.8436 1.2241
C 0.9875 -4.3412 -0.0681
C 1.0284 -2.9689 -0.2807
H 2.6621 1.4238 2.3878
H 5.0978 1.8273 2.6324
H 6.6946 0.6773 1.1380
H 5.8651 -0.8761 -0.5978
H 3.4479 -1.2805 -0.8365
H 0.9690 -1.9185 2.9352
H 0.9068 -4.3592 3.3156
H 0.9114 -5.9128 1.3906
H 0.9994 -5.0166 -0.9145
H 1.0572 -2.5752 -1.2891
S -4.0985 0.6344 -1.3275
C -4.3096 2.3700 -1.5049
C -5.6026 2.8911 -1.5295
C -5.8019 4.2426 -1.7380
C -4.7116 5.0868 -1.9189
C -3.4270 4.5786 -1.8821
C -3.2170 3.2167 -1.6648
S -1.5574 2.6387 -1.5651
H -6.4466 2.2272 -1.3892
H -6.8077 4.6409 -1.7541
H -4.8639 6.1459 -2.0793
H -2.5744 5.2342 -2.0097
N -2.2466 -2.6417 -0.4135
C -2.0568 -1.5299 -0.6278
H -2.3328 -3.6102 -0.1812
*
```

***

4.
The following is a DFT calculation (ωB97M-V/def2-TZVPD) of a 2-piece molecular cluster, C3H5NO2S overall.

## Properties
- Relative energy (zero: lowest compared OMol25 entry of this formula, charge and spin): 639.7 kJ/mol
- Energy: -19605.881 eV
- Highest occupied orbital energy (alpha / beta): -9.317 / -7.631 eV
- Lowest unoccupied orbital energy (alpha / beta): -0.259 / -1.197 eV

Geometry as ORCA input:
```
! RIJCOSX wB97M-V def2-TZVPD def2/J DEFGRID3
* xyz 0 1
C -0.0843 -0.1613 -0.7256
C -0.5962 -0.8970 -1.8097
C 0.0360 -0.6942 0.6900
N -0.3115 0.8672 -3.6650
O 0.4257 1.8107 -3.4985
O -1.0620 0.5016 -4.5449
S -1.9407 -0.0546 -1.1405
H 0.5229 0.7379 -0.8978
H -0.5916 -1.6861 -2.5780
H 0.3465 0.2278 1.3418
H 0.7969 -1.4791 0.9137
H -0.9393 -0.9178 1.0324
*
```